#A
This record from OMol25 describes one molecule with the formula C6H11NO. The level of theory is ωB97M-V with the def2-TZVPD basis set.

The calculation puts the molar mass at 113.16 g/mol. Its SMILES is C[C@@H]1N2CC[C@@]1(O)C2. As for the HOMO energy: -9.036 eV. The HOMO-LUMO gap comes out at 9.8 eV.

Each line ends with the natural charge from an NBO analysis.
Positions of all 19 atoms, in Å:
C: 0.071 -0.776 1.962  -0.64
C: -0.640 0.061 0.922  -0.07
N: -1.183 -0.711 -0.314  -0.39
C: 0.116 -1.214 -0.924  -0.26
C: 1.081 0.005 -0.811  -0.47
C: 0.102 0.949 -0.104  0.23
O: 0.480 2.229 0.182  -0.69
C: -1.129 0.621 -1.016  -0.28
H: 1.004 -1.173 1.585  0.20
H: -0.517 -1.645 2.230  0.23
H: 0.289 -0.160 2.825  0.22
H: -1.411 0.709 1.365  0.21
H: -0.065 -1.489 -1.994  0.21
H: 0.400 -2.123 -0.375  0.21
H: 2.021 -0.179 -0.260  0.21
H: 1.316 0.468 -1.790  0.20
H: 1.072 2.501 -0.561  0.47
H: -2.013 1.337 -0.822  0.20
H: -0.991 0.590 -2.099  0.19

---

#B
This record from OMol25 describes one molecule with the formula C6H11NO. The level of theory is ωB97M-V with the def2-TZVPD basis set.

The calculation puts the molar mass at 113.16 g/mol. Its SMILES is CN1CCO[C@H]2C[C@@H]21. As for the HOMO energy: -7.943 eV. The HOMO-LUMO gap comes out at 9.0 eV.

Each line ends with the natural charge from an NBO analysis.
Positions of all 19 atoms, in Å:
C: 2.140 0.316 -0.187  -0.39
N: 0.769 0.079 -0.305  -0.46
C: 0.410 -1.223 0.223  -0.27
C: -1.180 -1.564 -0.050  -0.12
O: -2.249 -0.214 0.020  -0.55
C: -1.325 0.705 -0.397  0.14
C: -0.893 2.161 0.017  -0.42
C: -0.073 0.901 0.619  -0.18
H: 2.560 1.259 -0.443  0.21
H: 2.639 -0.623 -0.771  0.19
H: 2.257 0.269 0.907  0.15
H: 0.557 -2.235 -0.459  0.22
H: 0.793 -1.562 1.151  0.19
H: -1.341 -2.017 -1.177  0.21
H: -1.666 -2.304 0.789  0.23
H: -1.136 0.436 -1.497  0.17
H: -0.698 2.633 -0.849  0.23
H: -1.592 2.600 0.811  0.24
H: 0.028 0.381 1.600  0.22

---

#C
This record from OMol25 describes C6H11NO as an isolated structure. The level of theory is ωB97M-V with the def2-TZVPD basis set.

The calculation puts the molar mass at 113.16 g/mol. As for the HOMO energy: -8.071 eV. The HOMO-LUMO gap comes out at 8.8 eV.

Each line ends with the natural charge from an NBO analysis.
Positions of all 19 atoms, in Å:
C: 0.806 -1.655 0.237  -0.38
C: -0.370 -1.679 -0.926  -0.41
C: -0.624 -0.176 -0.830  0.03
C: -0.859 1.423 -0.952  -0.19
C: 0.705 1.424 1.057  -0.17
C: 0.904 -0.197 0.599  -0.06
H: 1.834 -2.060 -0.164  0.20
H: 0.631 -2.319 1.028  0.20
H: 0.255 -2.148 -1.782  0.22
H: -1.203 -2.392 -0.619  0.21
H: -1.143 -0.260 0.280  0.13
H: -1.869 1.909 -1.381  0.19
H: -0.061 1.793 -1.620  0.23
H: -1.421 1.088 1.258  0.33
H: 1.626 2.023 0.608  0.22
H: 0.812 1.471 2.196  0.21
H: -0.106 -0.286 1.125  0.15
N: -0.577 1.831 0.547  -0.60
O: 0.662 0.209 -0.662  -0.54

---

Going by the energies, #A is most stable and the next is 0.2211 hartree up.

---

#A
This record from OMol25 describes one molecule with the formula C6H11NO. The level of theory is ωB97M-V with the def2-TZVPD basis set.

The calculation puts the molar mass at 113.16 g/mol. Its SMILES is N[C@@H]1C[C@]12CCOC2. As for the HOMO energy: -8.844 eV. The HOMO-LUMO gap comes out at 9.7 eV.

Each line ends with the natural charge from an NBO analysis.
Positions of all 19 atoms, in Å:
N: -2.116 0.727 -0.694  -0.87
C: -1.293 -0.411 -0.430  -0.03
C: -1.092 -0.991 0.936  -0.41
C: -0.022 -0.392 0.149  -0.16
C: 0.581 0.919 0.710  -0.42
C: 1.832 0.946 -0.116  -0.09
O: 2.129 -0.447 -0.177  -0.53
C: 1.031 -1.042 -0.570  -0.04
H: -1.617 1.891 -0.545  0.36
H: -3.196 0.929 -0.249  0.40
H: -1.380 -1.296 -1.169  0.19
H: -0.895 -2.117 1.255  0.22
H: -1.253 -0.343 1.843  0.21
H: 0.869 0.609 1.827  0.23
H: -0.105 1.769 0.533  0.22
H: 1.838 1.050 -1.321  0.18
H: 2.735 1.489 0.269  0.21
H: 1.098 -2.240 -0.554  0.19
H: 0.856 -1.053 -1.696  0.15

---

#B
This record from OMol25 describes C6H11NO as an isolated structure. The level of theory is ωB97M-V with the def2-TZVPD basis set.

The calculation puts the molar mass at 113.16 g/mol. As for the HOMO energy: -8.565 eV. The HOMO-LUMO gap comes out at 9.3 eV.

Each line ends with the natural charge from an NBO analysis.
Positions of all 19 atoms, in Å:
C: 2.020 -1.218 0.490  0.06
C: 0.560 -1.337 0.060  -0.47
C: 1.266 0.819 -0.656  0.30
C: 0.000 0.065 -0.200  -0.15
C: -0.492 0.674 1.115  -0.63
C: -1.121 0.267 -1.187  -0.60
N: 2.660 -0.211 0.217  -0.42
O: 1.376 2.094 -0.235  -0.69
H: 2.477 -2.127 0.806  0.17
H: 0.643 -1.927 -0.855  0.22
H: -0.054 -1.877 0.795  0.22
H: 1.543 0.767 -1.727  0.19
H: 0.199 0.466 1.890  0.22
H: -1.436 0.200 1.429  0.22
H: -0.804 1.686 0.812  0.23
H: -1.532 -0.818 -1.174  0.22
H: -0.755 0.519 -2.217  0.22
H: -1.918 1.106 -0.841  0.22
H: 1.378 2.097 0.769  0.49

---

#C
This record from OMol25 describes one molecule with the formula C6H11NO. The level of theory is ωB97M-V with the def2-TZVPD basis set.

The calculation puts the molar mass at 113.16 g/mol. Its SMILES is C=C=C[C@](C)(N)OC. As for the HOMO energy: -9.651 eV. The HOMO-LUMO gap comes out at 10.6 eV.

Each line ends with the natural charge from an NBO analysis.
Positions of all 19 atoms, in Å:
C: -0.928 -2.718 0.818  -0.49
C: -0.761 -1.741 -0.015  0.11
C: -0.585 -0.739 -0.816  -0.32
C: 0.442 0.361 -0.598  0.38
C: -0.126 1.701 -1.084  -0.64
N: 1.597 0.034 -1.400  -0.83
O: 0.884 0.426 0.764  -0.55
C: -0.054 0.839 1.725  -0.25
H: -1.650 -2.672 1.618  0.22
H: -0.360 -3.631 0.737  0.22
H: -1.136 -0.660 -1.742  0.23
H: 0.548 2.508 -0.804  0.22
H: -0.207 1.669 -2.166  0.23
H: -1.107 1.887 -0.654  0.22
H: 2.305 0.753 -1.287  0.36
H: 1.994 -0.842 -1.079  0.37
H: -0.996 0.291 1.630  0.17
H: -0.254 1.915 1.660  0.16
H: 0.393 0.619 2.693  0.19

---

#D
This record from OMol25 describes one molecule with the formula C6H11NO. The level of theory is ωB97M-V with the def2-TZVPD basis set.

The calculation puts the molar mass at 113.16 g/mol. Its SMILES is C[C@@H]1CN[C@H]2C[C@]12O. As for the HOMO energy: -8.634 eV. The HOMO-LUMO gap comes out at 9.6 eV.

Each line ends with the natural charge from an NBO analysis.
Positions of all 19 atoms, in Å:
C: 2.428 -0.272 -0.286  -0.63
C: 1.111 0.112 0.398  -0.21
C: 0.385 -1.151 1.141  -0.23
N: -1.190 -0.867 0.703  -0.68
C: -1.012 -0.408 -0.682  -0.13
C: -1.165 0.857 -1.635  -0.35
C: -0.157 0.730 -0.475  0.18
O: -0.660 1.392 0.645  -0.79
H: 3.137 -1.045 0.290  0.21
H: 3.057 0.502 -0.600  0.22
H: 2.221 -1.095 -1.075  0.20
H: 1.205 0.951 1.068  0.24
H: 0.345 -1.084 2.267  0.22
H: 0.721 -2.191 0.698  0.20
H: -1.848 -1.755 0.739  0.39
H: -0.593 -1.151 -1.450  0.16
H: -0.915 0.271 -2.560  0.24
H: -1.892 1.541 -1.404  0.24
H: -1.364 0.772 1.174  0.51

---

Going by the energies, #C is most stable and the next is 0.0227 hartree up.

---

#A
This record from OMol25 describes one molecule with the formula C6H11NO. The level of theory is ωB97M-V with the def2-TZVPD basis set.

The calculation puts the molar mass at 113.16 g/mol. Its SMILES is [H]/N=C(/O)C[C@@H](C)C=C. As for the HOMO energy: -9.426 eV. The HOMO-LUMO gap comes out at 10.4 eV.

Each line ends with the natural charge from an NBO analysis.
Positions of all 19 atoms, in Å:
H: -1.165 -0.904 -1.061  0.38
N: -0.360 -1.577 -1.447  -0.73
C: 0.657 -1.505 -0.720  0.57
O: 1.802 -2.141 -1.043  -0.68
C: 0.793 -0.760 0.630  -0.49
C: 0.221 0.648 0.638  -0.22
C: 1.059 1.618 -0.171  -0.61
C: -1.310 0.631 0.049  -0.22
C: -2.365 0.409 0.818  -0.38
H: 1.649 -2.612 -1.876  0.49
H: 1.867 -0.741 0.863  0.23
H: 0.272 -1.371 1.373  0.23
H: 0.119 0.992 1.672  0.21
H: 2.059 1.695 0.254  0.21
H: 1.164 1.266 -1.195  0.21
H: 0.610 2.609 -0.186  0.22
H: -1.418 1.167 -0.885  0.21
H: -2.283 -0.112 1.760  0.19
H: -3.369 0.690 0.530  0.20

---

#B
This record from OMol25 describes one molecule with the formula C6H11NO. The level of theory is ωB97M-V with the def2-TZVPD basis set.

The calculation puts the molar mass at 113.16 g/mol. Its SMILES is C=CC[C@@H](C)NC=O. As for the HOMO energy: -9.474 eV. The HOMO-LUMO gap comes out at 10.4 eV.

Each line ends with the natural charge from an NBO analysis.
Positions of all 19 atoms, in Å:
C: 0.548 2.596 1.303  -0.40
C: 0.552 1.826 0.224  -0.18
C: -0.713 1.194 -0.328  -0.46
C: -0.866 -0.238 0.266  -0.04
C: -2.328 -0.681 -0.081  -0.61
N: -0.052 -1.303 -0.281  -0.64
C: 1.329 -1.337 -0.176  0.54
O: 2.045 -1.960 -0.916  -0.59
H: -0.357 2.908 1.809  0.19
H: 1.440 3.010 1.757  0.20
H: 1.413 1.608 -0.400  0.21
H: -0.653 1.166 -1.411  0.21
H: -1.616 1.732 -0.035  0.21
H: -0.787 -0.231 1.350  0.20
H: -2.627 -1.646 0.313  0.22
H: -3.025 -0.002 0.431  0.21
H: -2.466 -0.527 -1.145  0.20
H: -0.373 -1.718 -1.154  0.39
H: 1.704 -0.697 0.635  0.11

---

#C
This record from OMol25 describes one molecule with the formula C6H11NO. The level of theory is ωB97M-V with the def2-TZVPD basis set.

The calculation puts the molar mass at 113.16 g/mol. Its SMILES is CC(C)(C)[C@H]1NC1=O. As for the HOMO energy: -9.357 eV. The HOMO-LUMO gap comes out at 10.1 eV.

Each line ends with the natural charge from an NBO analysis.
Positions of all 19 atoms, in Å:
C: 1.623 0.414 0.526  -0.61
C: 0.319 -0.043 -0.198  -0.09
C: 0.429 0.036 -1.745  -0.61
C: -0.092 -1.436 0.162  -0.62
C: -0.706 0.971 0.231  -0.11
N: -2.067 0.562 0.344  -0.65
C: -1.440 0.946 1.506  0.69
O: -1.625 0.922 2.715  -0.55
H: 2.381 -0.392 0.240  0.20
H: 1.491 0.203 1.640  0.22
H: 1.930 1.446 0.293  0.22
H: -0.536 -0.466 -2.085  0.20
H: 0.612 1.018 -2.261  0.23
H: 1.282 -0.658 -1.914  0.21
H: 0.665 -2.120 -0.230  0.23
H: -1.163 -1.520 -0.212  0.20
H: -0.082 -1.631 1.318  0.23
H: -0.516 2.008 -0.235  0.19
H: -2.505 -0.259 -0.097  0.40

---

Going by the energies, #B is most stable and the next is 0.0167 hartree up.

---

#A
This record from OMol25 describes an isolated ion of composition C5H8NS and charge +1. The level of theory is ωB97M-V with the def2-TZVPD basis set.

The calculation puts the molar mass at 114.19 g/mol. As for the HOMO energy (spin up / spin down): -13.140 / -11.580 eV. The HOMO-LUMO gap (spin up / spin down) comes out at 7.9 / 4.9 eV. The total charge is +1.

Each line ends with the natural charge from an NBO analysis.
Positions of all 15 atoms, in Å:
C: 1.275 0.520 0.833  0.44
C: 0.220 1.464 0.780  -0.53
C: -0.852 1.064 -0.444  -0.48
C: 2.290 -1.613 0.132  -0.12
C: -1.225 -0.322 -0.447  -0.23
N: 1.594 -0.550 0.418  -0.33
S: -2.618 -0.529 0.499  0.30
H: -0.251 1.754 1.737  0.30
H: 0.636 2.510 0.693  0.31
H: -1.652 1.765 -0.389  0.26
H: -0.156 1.267 -1.294  0.25
H: 1.882 -2.573 0.643  0.23
H: 2.775 -1.620 -0.831  0.23
H: -0.446 -1.101 -0.563  0.24
H: -2.446 -1.754 0.730  0.13

---

#B
This record from OMol25 describes an isolated ion of composition C5H8NS and charge +1. The level of theory is ωB97M-V with the def2-TZVPD basis set.

The calculation puts the molar mass at 114.19 g/mol. As for the HOMO energy: -14.343 eV. The HOMO-LUMO gap comes out at 10.0 eV. The total charge is +1.

Each line ends with the natural charge from an NBO analysis.
Positions of all 15 atoms, in Å:
C: -1.750 0.033 -0.004  0.17
C: -2.452 -0.614 1.084  -0.47
C: 0.665 0.234 -0.317  0.49
C: 1.317 -0.961 -0.895  -0.69
C: 1.505 1.372 0.111  -0.69
N: -0.592 0.358 -0.311  -0.34
S: -3.390 0.152 -0.321  0.42
H: -2.476 -1.696 1.133  0.26
H: -2.530 -0.115 2.042  0.26
H: 2.020 -0.664 -1.673  0.27
H: 0.600 -1.669 -1.303  0.25
H: 1.905 -1.455 -0.121  0.27
H: 1.722 1.987 -0.765  0.28
H: 2.458 1.033 0.506  0.26
H: 0.998 2.005 0.836  0.25

---

Going by the energies, #B is most stable and the next is 0.1370 hartree up.

---

#A
This record from OMol25 describes a 2-piece molecular cluster, C2H4O4 overall. The level of theory is ωB97M-V with the def2-TZVPD basis set.

The calculation puts the molar mass at 92.05 g/mol. As for the HOMO energy: -9.687 eV. The HOMO-LUMO gap comes out at 10.5 eV.

Each line ends with the natural charge from an NBO analysis.
Positions of all 10 atoms, in Å:
C: -1.388 0.611 0.130  0.41
C: 1.358 -0.471 -0.357  0.43
O: -2.653 1.041 0.287  -0.68
O: -1.428 -0.700 -0.028  -0.75
O: 2.574 -1.111 -0.456  -0.68
O: 1.487 0.709 0.215  -0.74
H: -3.272 0.341 0.247  0.48
H: -0.499 -1.154 -0.322  0.52
H: 3.222 -0.554 -0.038  0.47
H: 0.600 1.290 0.323  0.54

---

#B
This record from OMol25 describes one molecule with the formula C2H4O4. The level of theory is ωB97M-V with the def2-TZVPD basis set.

The calculation puts the molar mass at 92.05 g/mol. Its SMILES is O=CC(O)(O)O. As for the HOMO energy: -10.177 eV. The HOMO-LUMO gap comes out at 10.8 eV.

Each line ends with the natural charge from an NBO analysis.
Positions of all 10 atoms, in Å:
O: -1.780 0.947 0.602  -0.53
C: -0.805 0.968 -0.117  0.37
C: 0.256 -0.262 -0.018  0.65
O: 0.153 -0.774 1.291  -0.72
O: -0.063 -1.286 -0.919  -0.70
O: 1.443 0.318 -0.258  -0.70
H: -0.662 1.870 -0.777  0.14
H: -0.843 -0.615 1.574  0.51
H: 0.238 -1.027 -1.738  0.47
H: 2.062 -0.140 0.360  0.50

---

Going by the energies, #B is most stable and the next is 0.0871 hartree up.

---

#A
This record from OMol25 describes CHBr2FS as an isolated structure. The level of theory is ωB97M-V with the def2-TZVPD basis set.

The calculation puts the molar mass at 223.89 g/mol. As for the HOMO energy: -9.713 eV. The HOMO-LUMO gap comes out at 9.1 eV.

Each line ends with the natural charge from an NBO analysis.
Positions of all 6 atoms, in Å:
C: -1.325 -0.054 -0.652  0.07
F: -0.211 -0.065 0.055  -0.31
S: -1.718 -1.224 -1.647  0.09
Br: 3.131 0.238 0.982  -0.21
Br: -2.129 1.581 -0.629  0.15
H: 2.251 -0.476 1.891  0.21

---

#B
This record from OMol25 describes CHBr2FS as an isolated structure. The level of theory is ωB97M-V with the def2-TZVPD basis set.

The calculation puts the molar mass at 223.89 g/mol. As for the HOMO energy: -10.243 eV. The HOMO-LUMO gap comes out at 9.1 eV.

Each line ends with the natural charge from an NBO analysis.
Positions of all 6 atoms, in Å:
C: -0.065 0.380 0.114  -0.24
F: 0.582 -0.451 -1.581  -0.57
S: 0.823 -0.793 1.069  0.18
Br: -1.905 0.303 0.010  0.23
Br: 0.451 2.189 0.117  0.22
H: 0.115 -1.627 0.271  0.19

---

Going by the energies, #A is most stable and the next is 0.0698 hartree up.